Here is a 2-piece molecular cluster, C37H34F2O2P overall at a distorted geometry from OMol25. Energies are from ωB97M-V/def2-TZVPD.

Last column: Mulliken charge in e.
Geometry (Å):
C: -2.53 -1.75 -5.76  -1.533
C: -1.65 -1.69 -4.56  0.743
C: -0.43 -2.35 -4.57  0.185
F: -0.09 -3.04 -5.70  -0.346
C: 0.45 -2.35 -3.51  -1.191
C: 0.15 -1.56 -2.35  0.032
C: 1.02 -1.50 -1.23  0.262
C: 2.36 -1.97 -1.23  0.935
C: 3.19 -1.99 -2.40  -1.289
C: 4.39 -2.65 -2.35  0.629
F: 5.13 -2.78 -3.50  -0.353
C: 4.93 -3.20 -1.18  0.656
C: 6.22 -3.93 -1.21  -1.520
C: 4.17 -3.06 -0.01  -0.911
C: 2.92 -2.49 -0.03  -0.624
C: -1.11 -0.90 -2.34  -0.083
C: -1.99 -0.98 -3.40  -0.844
H: -3.54 -1.41 -5.49  0.384
H: -2.16 -1.12 -6.57  0.328
H: -2.59 -2.78 -6.13  0.354
H: 1.36 -2.93 -3.56  0.863
H: 0.58 -1.22 -0.28  0.263
H: 2.86 -1.51 -3.32  0.885
H: 6.57 -4.09 -0.18  0.385
H: 6.10 -4.91 -1.68  0.323
H: 6.99 -3.39 -1.76  0.351
H: 4.58 -3.45 0.93  0.362
H: 2.31 -2.46 0.87  0.611
H: -1.36 -0.29 -1.46  0.488
H: -2.97 -0.49 -3.34  0.357
C: 4.19 -1.21 2.98  -1.114
C: 2.84 -0.60 3.22  -0.342
O: 2.27 -0.29 1.93  -0.277
C: 0.96 0.08 2.05  0.193
C: 0.36 0.59 0.83  -0.793
P: -1.13 1.43 1.14  2.190
C: -2.41 0.39 1.93  0.328
C: -2.95 0.73 3.18  -0.618
C: -3.99 -0.01 3.74  -0.708
C: -4.46 -1.16 3.10  -0.632
C: -3.85 -1.58 1.92  -0.610
C: -2.81 -0.83 1.34  -0.341
C: -0.98 2.89 2.22  0.115
C: -2.10 3.73 2.34  -0.249
C: -2.08 4.82 3.21  -0.652
C: -0.93 5.09 3.97  -0.555
C: 0.20 4.29 3.81  -0.605
C: 0.18 3.19 2.94  -0.601
C: -1.77 2.17 -0.40  0.229
C: -3.02 1.82 -0.94  -0.027
C: -3.50 2.48 -2.07  -0.603
C: -2.76 3.51 -2.66  -0.540
C: -1.51 3.85 -2.13  -0.720
C: -1.02 3.18 -1.01  -0.501
O: 0.39 0.01 3.15  -0.645
H: 4.78 -1.19 3.90  0.460
H: 4.08 -2.26 2.70  0.172
H: 4.75 -0.69 2.19  0.289
H: 2.19 -1.30 3.75  0.317
H: 2.92 0.34 3.80  0.370
H: 1.02 0.90 0.03  0.919
H: -2.55 1.59 3.72  0.447
H: -4.43 0.32 4.68  0.426
H: -5.29 -1.73 3.53  0.389
H: -4.17 -2.51 1.44  0.429
H: -2.31 -1.20 0.44  0.223
H: -3.01 3.52 1.77  0.381
H: -2.96 5.45 3.31  0.409
H: -0.92 5.93 4.67  0.393
H: 1.10 4.50 4.38  0.410
H: 1.08 2.57 2.83  0.229
H: -3.63 1.05 -0.46  0.375
H: -4.47 2.20 -2.48  0.497
H: -3.16 4.05 -3.52  0.415
H: -0.92 4.65 -2.59  0.420
H: -0.05 3.48 -0.58  0.404

Calculated values
Molecular weight = 579.647 g mol⁻¹
LUMO level = -5.237 eV
Gap between HOMO and LUMO = 5.21 eV
2S+1 = 1
Strongest force on any atom = 1.5 eV Å⁻¹
ΔE to the lowest compared entry with this formula, charge and spin = 44.1 kcal per mole
Total energy = -57732.58403 eV
Charge = +1



Here is C37H34N9O4RuSSe as an isolated structure at a distorted geometry from OMol25. Energies are from ωB97M-V/def2-TZVPD.

Last column: Mulliken charge in e.
Geometry (Å):
Ru: 0.06 0.02 -0.13  0.363
C: -10.55 -8.52 0.44  -0.835
O: -9.19 -8.78 0.69  -0.445
C: -8.28 -7.82 0.59  0.856
C: -8.52 -6.48 0.26  -0.462
C: -7.48 -5.59 0.19  -0.772
C: -6.16 -5.99 0.45  0.427
C: -5.91 -7.34 0.78  -0.500
C: -6.95 -8.23 0.85  -0.817
C: -5.12 -5.00 0.37  0.275
N: -5.31 -3.73 0.07  -0.874
C: -4.11 -3.14 0.11  0.973
C: -3.12 -4.08 0.45  0.061
N: -3.79 -5.25 0.61  -0.139
C: -1.75 -3.75 0.58  0.146
C: -0.71 -4.62 0.93  -0.582
C: 0.59 -4.14 1.00  -1.135
C: 0.83 -2.80 0.73  -0.692
N: -0.13 -1.95 0.41  0.502
C: -1.42 -2.39 0.32  0.184
C: -2.40 -1.43 -0.05  0.383
N: -1.97 -0.16 -0.30  0.702
C: -2.86 0.77 -0.63  -0.406
C: -4.22 0.51 -0.73  -1.189
C: -4.69 -0.77 -0.49  -0.410
C: -3.78 -1.77 -0.14  -0.223
H: -11.07 -9.47 0.58  0.246
H: -10.71 -8.17 -0.58  0.347
H: -10.95 -7.78 1.14  0.343
H: -9.52 -6.13 0.05  0.429
H: -7.65 -4.56 -0.06  0.477
H: -4.92 -7.69 0.99  0.283
H: -6.79 -9.26 1.10  0.441
H: -3.39 -6.15 0.85  0.195
H: -0.92 -5.66 1.14  0.520
H: 1.40 -4.80 1.25  0.504
H: 1.84 -2.40 0.76  0.582
H: -2.46 1.76 -0.83  0.554
H: -4.90 1.30 -0.99  0.480
H: -5.74 -1.02 -0.56  0.660
C: 6.88 0.33 0.97  -0.790
O: 6.39 1.62 0.68  -0.446
C: 5.09 1.81 0.48  0.702
C: 4.69 3.14 0.20  -1.192
C: 3.37 3.44 -0.02  -1.139
C: 2.35 2.47 0.00  0.952
C: 0.97 2.85 -0.20  0.667
C: 0.60 4.25 -0.62  -1.634
O: -0.01 2.09 -0.10  -0.390
C: 2.75 1.10 0.28  0.021
O: 1.96 0.09 0.30  0.030
C: 4.11 0.83 0.54  -0.540
H: 7.95 0.45 1.10  0.245
H: 6.68 -0.37 0.14  0.333
H: 6.44 -0.07 1.89  0.324
H: 5.45 3.90 0.18  0.476
H: 3.12 4.47 -0.20  0.306
H: 1.32 5.02 -0.39  0.518
H: -0.36 4.51 -0.17  0.331
H: 0.45 4.22 -1.70  0.304
H: 4.36 -0.20 0.74  0.514
Se: 2.14 1.81 -3.34  0.397
N: 1.89 0.70 -4.68  -0.777
C: 1.10 -0.30 -4.32  0.322
C: 0.63 -1.37 -5.08  -0.562
C: -0.20 -2.29 -4.46  -0.922
C: -0.51 -2.18 -3.11  -0.121
N: -0.08 -1.17 -2.36  0.211
C: 0.67 -0.23 -2.94  0.788
N: 1.09 0.83 -2.26  -0.114
H: 0.91 -1.46 -6.12  0.506
H: -0.62 -3.11 -5.02  0.442
H: -1.11 -2.92 -2.60  0.461
C: -1.30 3.25 4.34  -0.917
N: -1.03 1.94 4.89  -0.123
C: -0.40 0.98 4.21  0.236
S: 0.13 1.30 2.62  -0.204
N: -0.18 -0.20 4.78  -0.087
C: -0.54 -0.56 6.14  -1.098
H: -1.81 3.85 5.08  0.368
H: -1.92 3.16 3.45  0.285
H: -0.37 3.75 4.05  0.304
H: -1.25 1.79 5.86  0.262
H: 0.37 -0.86 4.25  0.244
H: -1.62 -0.50 6.28  0.352
H: -0.05 0.10 6.86  0.346
H: -0.22 -1.57 6.33  0.361

Calculated values
Molecular weight = 880.835 g mol⁻¹
LUMO level (alpha / beta) = -6.621 / -6.494 eV
Gap between HOMO and LUMO (alpha / beta) = 5.01 / 5.14 eV
2S+1 = 2
Strongest force on any atom = 2.0 eV Å⁻¹
ΔE to the lowest compared entry with this formula, charge and spin = 37.3 kcal per mole
Total energy = -139273.04264 eV
<S²> = 0.93
Charge = +2



Here is C37H35ClErN2S2Si2 as an isolated structure at a distorted geometry from OMol25. Energies are from ωB97M-V/def2-TZVPD.

Last column: Mulliken charge in e.
Geometry (Å):
C: -1.41 -1.95 4.07  -0.540
C: -2.23 -1.13 3.24  -0.762
C: -2.37 -1.80 1.99  -0.627
H: -2.73 -0.22 3.55  0.792
C: -1.60 -2.99 2.02  -1.306
C: -1.01 -3.09 3.32  -0.731
H: -0.45 -3.95 3.70  0.883
H: -1.24 -1.80 5.13  0.603
H: -3.05 -1.49 1.19  0.740
H: -1.53 -3.75 1.24  0.780
Er: 0.24 -1.04 2.17  0.592
Si: 1.11 3.16 -0.42  -0.008
C: -0.06 4.05 -1.55  0.671
C: 0.39 4.56 -2.77  -0.202
H: 1.43 4.39 -3.07  0.380
C: -0.47 5.28 -3.60  -0.642
H: -0.11 5.67 -4.55  0.410
C: -1.81 5.47 -3.23  -0.500
H: -2.48 6.03 -3.89  0.389
C: -2.27 4.95 -2.02  -0.679
H: -3.32 5.08 -1.74  0.405
C: -1.40 4.25 -1.18  -0.182
H: -1.77 3.87 -0.22  0.214
C: 0.68 1.30 -0.36  0.544
C: -0.57 0.81 0.03  -0.957
H: -1.36 1.49 0.37  0.506
C: -0.92 -0.57 -0.27  -0.970
H: -1.97 -0.84 -0.36  1.143
C: 0.10 -1.62 -0.07  1.229
H: -0.13 -2.69 -0.07  0.907
C: 1.46 -1.09 -0.26  -1.193
H: 2.32 -1.76 -0.26  0.388
C: 1.57 0.25 -0.82  -0.841
H: 2.50 0.55 -1.32  0.826
H: 0.79 3.64 0.95  -0.161
Si: 0.24 -0.83 -1.70  -0.183
C: 0.41 -2.36 -2.84  0.507
C: -0.55 -2.59 -3.84  -0.220
H: -1.36 -1.88 -3.98  0.348
C: -0.46 -3.71 -4.67  -0.740
H: -1.20 -3.87 -5.45  0.421
C: 0.59 -4.62 -4.49  -0.550
H: 0.67 -5.50 -5.14  0.392
C: 1.54 -4.41 -3.49  -0.790
H: 2.36 -5.12 -3.34  0.417
C: 1.45 -3.27 -2.67  -0.252
H: 2.22 -3.11 -1.90  0.217
C: -0.35 0.38 -3.08  -0.015
C: -1.62 0.95 -3.09  0.282
H: -2.36 0.70 -2.33  0.233
C: -1.97 1.86 -4.10  -0.666
H: -2.96 2.31 -4.10  0.442
C: -1.05 2.19 -5.10  -0.536
H: -1.32 2.90 -5.88  0.453
C: 0.24 1.63 -5.07  -0.920
H: 0.97 1.90 -5.84  0.413
C: 0.58 0.73 -4.06  -0.256
H: 1.59 0.30 -4.05  0.361
H: 2.40 3.57 -0.69  -0.219
Cl: 2.54 0.03 1.99  -0.424
C: -1.27 2.37 3.14  -0.617
C: -0.41 1.73 4.16  0.285
N: 0.20 0.57 4.02  0.321
C: 0.98 0.22 5.13  -0.116
C: 0.97 1.19 6.12  -0.579
S: -0.04 2.54 5.68  -0.182
C: 1.68 -1.04 5.15  -0.238
C: 2.50 -1.56 6.14  -0.581
S: 3.11 -3.12 5.71  -0.177
C: 2.26 -3.01 4.18  0.327
N: 1.55 -1.91 4.05  0.427
C: 2.41 -4.03 3.12  -0.960
H: -1.84 3.16 3.64  0.603
H: -0.65 2.82 2.34  -0.102
H: -1.97 1.65 2.70  0.077
H: 1.52 1.11 7.05  0.421
H: 2.70 -1.04 7.07  0.408
H: 3.12 -4.78 3.47  0.463
H: 1.45 -4.52 2.90  0.261
H: 2.80 -3.56 2.20  0.140

Calculated values
Molecular weight = 830.720 g mol⁻¹
LUMO level (alpha / beta) = -3.779 / -3.740 eV
Gap between HOMO and LUMO (alpha / beta) = 6.11 / 6.17 eV
2S+1 = 4
Strongest force on any atom = 9.3 eV Å⁻¹
Total energy = -119479.93148 eV
<S²> = 3.75
Charge = +1